21
Properties=species:S:1:pos:R:3:forces:R:3:mulliken_charge:R:1 method="wB97M-V/def2-TZVPD" s_squared=0.757 multiplicity=2 charge=+1 gap_ha="0.268 / 0.131"
C 1.59980 -1.34650 0.01856 -2.1 1.1 2.1 -1.287
C 0.04529 -1.02736 0.26059 0.3 -2.1 -1.2 0.139
C -0.32490 0.08727 -0.70570 0.5 1.3 0.2 -0.898
C -1.86574 0.32527 -0.70682 0.0 -0.8 2.5 -0.429
C -2.33252 0.57355 -2.05458 -1.6 0.8 -1.0 0.201
O -2.58855 1.64233 -2.56316 0.6 -0.5 0.4 -0.051
N -0.31983 -0.90056 1.67393 0.2 1.0 -0.5 -0.613
H 2.04727 -0.79483 0.87040 0.4 -0.2 -0.9 0.269
H 1.90196 -0.98712 -0.94354 0.6 -0.1 -0.4 0.436
H 1.73027 -2.39234 0.20915 0.4 -0.6 -0.3 0.375
H -0.58248 -1.90553 -0.10813 1.0 0.6 0.3 0.264
H 0.12040 1.05741 -0.40731 0.0 -0.4 -0.2 0.326
H 0.07282 -0.12032 -1.71968 -0.3 -0.2 0.6 0.504
H -2.33357 -0.57530 -0.26958 0.0 0.0 -0.9 0.396
H -2.16468 1.07464 0.03171 0.2 0.5 -0.6 0.375
H -2.67218 -0.26953 -2.69750 0.4 -0.2 -0.1 0.403
H -0.17875 0.05245 2.01275 0.0 0.0 -0.2 0.273
H 0.34896 -1.44160 2.21247 -0.3 -0.3 0.0 0.314
H 2.73839 1.88192 2.13465 -1.0 -0.4 1.1 0.312
H 2.72104 2.66223 1.04893 -1.2 0.8 -0.5 0.317
O 2.03698 2.40391 1.70287 2.2 -0.5 -0.7 -0.627


24
Properties=species:S:1:pos:R:3:forces:R:3:mulliken_charge:R:1 method="wB97M-V/def2-TZVPD" smiles="C[N+](C)(C)C[C@@H](O)S(=O)(=O)[O-]" gap_ha=0.345
C -0.87238 -0.47767 -1.43661 -2.0 -2.8 -1.0 -0.834
N -1.04467 0.06622 -0.06028 -1.4 -0.9 -1.2 0.032
C -2.44300 0.14699 0.42112 -0.1 -3.8 -2.3 -1.139
C -0.62936 1.42255 -0.06355 4.0 3.8 -1.1 -0.731
C -0.35357 -0.72666 0.93518 5.5 3.8 1.3 -0.872
C 1.45047 -0.61222 0.89027 -0.7 -1.6 -0.8 0.112
O 1.91247 -1.94924 0.54627 -0.3 1.4 0.4 -0.609
S 2.56344 0.38900 -0.23993 -1.3 3.2 0.4 1.072
O 1.79614 0.50880 -1.50947 1.5 -0.1 0.8 -0.710
O 2.70706 1.69450 0.48694 -0.2 -2.3 -1.4 -0.634
O 3.77087 -0.43305 -0.29551 -0.6 0.3 -0.2 -0.702
H 0.07292 -0.23438 -1.81396 1.7 0.0 0.2 0.434
H -1.06227 -1.62215 -1.47434 0.5 1.9 0.4 0.295
H -1.51535 -0.06093 -2.22361 -0.6 0.4 0.9 0.380
H -2.39666 0.31901 1.41762 -0.2 0.4 3.0 0.494
H -2.87510 0.91842 -0.06037 -1.6 2.6 -1.6 0.477
H -3.00136 -0.77168 0.15771 0.4 0.3 0.4 0.349
H -1.13070 2.04271 -0.87242 0.2 -1.0 1.1 0.350
H -0.82683 1.83470 0.94037 0.3 0.1 -0.5 0.344
H 0.55468 1.50673 -0.37435 -3.3 -0.1 1.1 0.286
H -0.54890 -1.70622 0.87042 -0.8 -3.6 -0.6 0.539
H -0.66698 -0.34935 1.91950 0.4 -0.1 -0.3 0.354
H 1.79039 -0.15084 1.84428 -0.5 -1.1 0.0 0.307
H 2.74868 -1.75524 -0.00528 -1.0 -0.6 1.1 0.406


23
Properties=species:S:1:pos:R:3:forces:R:3:mulliken_charge:R:1 method="wB97M-V/def2-TZVPD" smiles="[PH2]#P=[PH2]OC1=CCCC[NH2+]1" charge=+1 gap_ha=0.296
P -3.37742 -0.46658 -3.87074 1.4 0.3 0.4 -0.156
P -4.03434 -1.61422 -2.08430 1.6 0.0 0.2 0.063
P -2.06900 -1.46993 -1.34266 -0.6 0.9 -0.3 0.287
O -1.14952 -0.55318 0.20291 -1.2 -0.2 0.3 -0.681
C -0.03009 0.00520 0.50177 1.5 1.1 -0.3 0.676
C 0.88047 0.71592 -0.19799 -0.9 -0.6 -2.4 -0.608
C 2.33773 1.00298 0.15910 -2.8 -2.4 2.5 -0.609
C 2.53231 0.55130 1.65975 -3.5 -1.3 -3.7 -0.945
C 1.35308 0.84939 2.49014 -2.0 0.7 -0.1 -0.453
N 0.27977 -0.13504 2.04100 -0.1 3.3 -1.9 -0.132
H -4.48150 0.25825 -4.08312 -1.5 1.5 0.3 0.085
H -3.83257 -1.16346 -4.96926 0.1 -1.4 -0.3 0.109
H -1.65642 -2.57868 -0.66336 0.2 -0.6 0.2 0.103
H -1.11203 -0.88200 -2.19665 -0.2 -0.5 0.0 0.075
H 0.58465 0.92968 -1.31045 0.5 -0.5 2.2 0.240
H 2.45218 2.02864 0.14623 1.0 2.1 -0.7 0.421
H 2.94767 0.36065 -0.43956 0.7 0.4 -0.7 0.353
H 2.72296 -0.48323 1.62398 0.7 -1.4 0.5 0.369
H 3.25094 1.10301 1.98944 5.0 2.7 2.3 0.473
H 1.56168 0.72341 3.60645 -0.7 0.5 -1.5 0.315
H 0.88170 1.83459 2.08655 1.0 -1.2 1.6 0.363
H 0.54816 -1.03597 2.15930 1.1 -3.6 0.8 0.307
H -0.59041 0.01928 2.49148 -1.1 0.1 0.7 0.346


21
Properties=species:S:1:pos:R:3:forces:R:3:mulliken_charge:R:1 method="wB97M-V/def2-TZVPD" gap_ha=0.279
C -0.29176 1.48812 -0.69111 0.1 0.1 -1.8 -0.484
C -1.16933 1.58114 0.52854 1.9 -3.1 2.6 -0.398
O -0.38736 2.25285 1.55517 -0.8 0.1 -0.5 -0.515
C 1.23788 1.10133 -0.57703 -1.6 1.2 4.6 -0.788
N 1.50096 -0.30232 -0.03787 0.5 2.3 1.2 -0.409
C 0.53725 -1.27034 -0.47525 -0.3 -0.5 1.1 -0.139
C 0.57676 -2.60425 0.34179 -0.8 -1.4 -1.3 -0.441
S -0.82124 -3.57967 -0.51635 -1.0 2.6 -0.1 -0.226
H -0.31421 2.48004 -1.20248 0.1 -0.4 0.5 0.399
H -0.85905 0.84474 -1.41197 0.7 0.2 0.4 0.319
H -2.09321 2.00436 0.27584 -1.3 1.2 -0.2 0.416
H -1.46132 0.50440 0.98025 0.7 2.0 -1.1 0.138
H -0.93941 2.57164 2.28046 -0.1 -0.2 -0.3 0.287
H 1.67815 1.15693 -1.50719 1.0 0.4 -2.0 0.417
H 1.67939 2.03087 0.20910 -0.8 -3.2 -2.4 0.250
H 1.37456 -0.17737 0.98591 0.3 -0.4 -0.8 0.353
H -0.43706 -0.99788 -0.06710 -0.5 0.6 -1.1 -0.297
H 0.54594 -1.41268 -1.59842 -0.1 0.0 1.4 0.352
H 0.14858 -2.62954 1.35722 0.7 1.0 -0.3 0.256
H 1.53497 -3.19404 0.35636 -1.0 0.5 -0.5 0.415
H -2.04048 -1.84832 -0.78587 2.1 -3.0 0.5 0.095


21
Properties=species:S:1:pos:R:3:forces:R:3:mulliken_charge:R:1 method="wB97M-V/def2-TZVPD" smiles=CSCC[C@@H](N)CO gap_ha=0.337
C 0.96865 -1.75821 3.05230 -0.5 0.5 -0.2 -0.847
S 0.73083 -0.00441 2.59033 0.3 -0.3 0.1 -0.111
C -0.32381 -0.26083 1.12493 0.2 -0.1 0.3 -0.793
C 0.16592 0.53940 -0.06606 -1.1 0.3 -0.2 -0.784
C -0.68187 0.22854 -1.32540 1.8 -0.6 -0.9 0.622
N -1.69424 1.19610 -1.64264 -0.9 0.4 0.1 -0.681
C 0.32988 0.23498 -2.48946 -0.1 0.9 -0.2 -0.971
O -0.36965 0.23778 -3.73601 0.1 -0.3 0.1 -0.544
H -0.04536 -2.10862 3.20081 0.0 -0.6 0.1 0.271
H 1.50499 -1.84483 3.99381 0.1 0.2 -0.1 0.319
H 1.47577 -2.31764 2.26502 0.0 0.1 0.1 0.281
H -1.35239 0.02475 1.36600 0.1 0.0 0.0 0.354
H -0.34261 -1.33405 0.92650 0.1 0.0 -0.1 0.410
H 0.00361 1.59586 0.14762 0.2 0.1 0.0 0.314
H 1.22409 0.41433 -0.29376 0.1 -0.3 0.3 0.357
H -0.92766 -0.83550 -1.30191 -1.0 0.0 0.3 0.233
H -1.72904 1.35968 -2.63757 0.2 0.0 -0.2 0.274
H -2.65629 0.97535 -1.40967 0.3 -0.3 0.5 0.207
H 0.90090 1.16946 -2.39738 0.2 -0.1 -0.1 0.379
H 1.00044 -0.62584 -2.43052 0.0 0.1 0.2 0.399
H 0.27924 0.20167 -4.44374 0.0 0.0 0.0 0.308


21
Properties=species:S:1:pos:R:3:forces:R:3:mulliken_charge:R:1 method="wB97M-V/def2-TZVPD" gap_ha=0.296
C 0.66073 -1.68440 -0.28067 -1.9 -1.2 -0.2 -0.405
C -0.71000 -2.14003 -1.00104 2.5 -0.7 -1.1 -0.831
S -1.52692 -3.28560 0.13306 -2.7 4.4 0.9 -0.205
C 0.35031 -0.89174 1.02513 0.3 -0.1 -0.8 -1.060
N -0.26301 0.41576 0.94035 -1.7 0.5 -1.2 -0.211
C 0.55945 1.48468 0.35883 1.3 -0.9 0.6 -0.398
C -0.19455 2.70026 -0.25028 -0.6 -1.2 2.6 -0.487
O 0.61656 3.42375 -1.13994 -0.8 -1.2 -0.6 -0.465
H 1.41391 -1.26845 -0.97229 -0.6 0.4 0.3 0.383
H 1.11436 -2.63009 0.09321 -0.2 0.6 -0.3 0.348
H -1.27250 -1.27326 -1.35088 -0.2 -0.3 0.4 0.294
H -0.58000 -2.78379 -1.92133 0.6 0.9 0.8 0.312
H -2.35302 -1.53030 0.53334 1.2 -3.8 0.0 0.141
H -0.19830 -1.50036 1.76812 0.3 0.2 -0.7 0.543
H 1.31295 -0.69619 1.38490 2.0 -0.2 1.2 0.440
H -0.55976 0.66267 1.86866 -0.1 0.2 0.1 0.221
H 1.12478 1.03120 -0.46175 -0.2 -0.1 -0.3 0.158
H 1.38567 1.64146 1.09726 -0.5 0.9 -0.4 0.325
H -0.47628 3.42494 0.50955 -0.1 -0.1 0.2 0.288
H -1.15212 2.15954 -0.52867 0.8 1.2 -0.9 0.265
H 0.74772 2.73996 -1.80558 0.6 0.5 -0.7 0.343


20
Properties=species:S:1:pos:R:3:forces:R:3:mulliken_charge:R:1 method="wB97M-V/def2-TZVPD" gap_ha=0.208
C -1.35500 0.16025 -0.11789 -0.1 -1.4 1.5 -0.331
C -1.17564 1.13883 1.05072 0.8 -1.2 -0.9 -0.452
C 0.23191 1.73182 1.19801 0.2 2.1 -0.5 -0.911
S 1.02131 2.17066 -0.36360 -0.5 -0.3 -0.7 -0.311
C -0.38154 -0.96941 -0.54090 0.6 0.2 -0.8 -0.350
N 0.87426 -1.22310 0.20000 -0.5 1.2 -1.0 -0.440
C 1.80779 -2.04094 -0.67412 -1.8 -0.6 2.9 -0.828
H -2.37713 -0.18346 -0.23926 -0.2 0.1 0.1 0.487
H -1.26092 0.92945 -1.02918 -0.2 0.6 -1.0 -0.686
H -1.92059 1.91423 0.98991 -0.4 0.2 -0.1 0.372
H -1.24286 0.63821 2.00226 -0.7 -0.6 0.2 0.296
H 0.83631 1.11484 1.84610 0.3 -0.3 -0.1 0.449
H 0.12283 2.71975 1.67746 -0.1 -0.6 0.3 0.337
H -1.40732 1.56835 -1.69786 1.4 0.1 1.1 0.505
H -0.08992 -0.72404 -1.59437 -0.2 0.1 0.4 0.347
H -0.88643 -1.93007 -0.67352 -0.4 0.1 0.4 0.419
H 1.28500 -0.29994 0.22784 0.3 0.3 0.2 0.199
H 1.54925 -1.99242 -1.74082 0.4 -0.1 0.3 0.274
H 2.79991 -1.71664 -0.36881 0.2 -0.2 -0.6 0.334
H 1.56878 -3.00639 -0.15196 0.9 0.0 -1.6 0.294


21
Properties=species:S:1:pos:R:3:forces:R:3:mulliken_charge:R:1 method="wB97M-V/def2-TZVPD" smiles=CCCSSCCN gap_ha=0.357
C 1.11748 2.76900 -1.96173 0.4 -0.2 0.5 -1.041
C -0.07750 2.27789 -1.11914 -0.1 1.9 -0.4 -0.320
C -0.45892 0.86501 -1.40267 -0.8 -0.9 0.2 -0.833
S 0.67178 -0.40723 -0.75551 0.2 -0.2 -1.4 -0.112
S 0.66569 -0.10667 1.18511 -0.2 0.1 1.5 -0.071
C -0.70593 -1.13023 1.89793 0.6 0.6 -0.5 -0.746
C -0.68091 -2.56062 1.42439 -0.7 -0.4 -0.2 -0.445
N 0.43299 -3.38405 1.88634 0.1 0.3 0.0 -0.587
H 1.07628 3.84913 -2.13531 -0.2 -0.2 -0.2 0.353
H 1.17276 2.20407 -2.90432 0.0 0.4 0.1 0.284
H 2.06582 2.63035 -1.42657 -0.2 -0.3 -0.2 0.254
H -0.91166 2.96044 -1.35323 -0.1 -0.5 -0.2 0.303
H 0.08594 2.53479 -0.07866 0.2 -0.6 0.4 0.325
H -1.46654 0.54508 -1.09800 0.2 0.5 0.3 0.343
H -0.48983 0.71070 -2.47611 0.3 -0.1 -0.3 0.434
H -0.47891 -0.98213 2.94888 -0.1 -0.4 0.4 0.402
H -1.67300 -0.66110 1.71953 0.0 0.0 -0.2 0.355
H -1.62708 -3.02322 1.71559 -0.1 0.0 0.3 0.289
H -0.75348 -2.56732 0.32838 0.3 0.1 0.1 0.287
H 0.99719 -3.66891 1.09787 0.1 0.0 0.1 0.270
H 1.03783 -2.85497 2.50723 0.0 -0.1 -0.1 0.256


21
Properties=species:S:1:pos:R:3:forces:R:3:mulliken_charge:R:1 method="wB97M-V/def2-TZVPD" smiles="C=CNC.CSSC" gap_ha=0.325
C 0.76376 -2.75303 0.06277 0.0 -0.1 -0.3 -0.940
C 0.87812 -1.74030 0.92379 0.3 -0.5 -0.4 0.130
N 1.05831 -0.40810 0.59117 -0.4 -0.4 0.6 -0.043
C 1.90529 0.37442 1.46697 0.1 0.3 -0.3 -0.932
H 0.78061 -2.61121 -1.01344 0.1 0.1 0.0 0.234
H 0.68775 -3.78190 0.38136 -0.2 0.1 0.2 0.241
H 0.84095 -1.97863 1.98005 0.1 0.3 0.1 0.246
H 1.16963 -0.25819 -0.39673 0.1 0.2 -0.1 0.164
H 1.73238 1.43669 1.29432 0.0 0.0 0.0 0.226
H 1.65157 0.15960 2.50266 0.0 0.0 0.0 0.340
H 2.97391 0.17985 1.32159 0.0 -0.1 0.1 0.338
C -2.16678 -0.36307 -1.51845 0.2 0.3 -0.4 -0.499
S -1.91941 1.16809 -2.49922 0.2 -0.3 0.3 -0.118
S -0.17039 1.86422 -1.66231 -0.7 0.3 0.0 -0.110
C -0.81872 2.54937 -0.11586 0.3 0.3 0.7 -0.864
H -1.17169 -0.75255 -1.33295 0.0 -0.2 0.1 -0.008
H -2.68141 -0.16658 -0.58294 0.0 0.0 0.0 0.248
H -2.73006 -1.07040 -2.12346 -0.1 0.0 0.0 0.364
H -1.01279 1.78149 0.63279 0.0 -0.2 -0.2 0.278
H -0.05924 3.20969 0.31415 0.1 -0.1 -0.2 0.329
H -1.71179 3.16054 -0.22627 0.0 -0.1 -0.5 0.376


20
Properties=species:S:1:pos:R:3:forces:R:3:mulliken_charge:R:1 method="wB97M-V/def2-TZVPD" gap_ha="0.288 / 0.251"
C 2.51742 0.28461 -0.00805 -2.4 -1.4 -0.3 -0.303
C 1.34687 -0.14723 -1.10024 2.9 1.7 -0.4 -0.737
C 2.09436 0.11203 1.40900 1.0 -2.1 0.1 -0.892
C -1.52405 -1.71143 -0.06141 -0.6 2.8 -1.0 -1.083
C -2.74280 1.23837 0.53749 -1.0 -1.9 -4.3 -0.981
N 0.12020 0.46470 -0.96665 -2.8 4.2 -1.7 -0.029
Si -1.10415 0.19768 0.23709 0.2 -1.6 0.2 0.025
H 3.30631 -0.27007 -0.46965 1.0 -0.8 0.6 0.364
H 2.71756 1.28267 -0.23812 0.2 1.8 -0.2 0.303
H 1.83106 0.12727 -2.09049 -0.7 -0.5 1.0 0.375
H 1.26527 -1.18301 -1.04502 -0.1 -1.9 0.1 0.215
H 2.34169 -0.84519 2.02728 -0.6 1.8 -1.4 0.228
H 1.90562 0.99855 1.97276 -0.2 0.3 0.3 0.311
H -1.99864 -2.06885 0.80676 -0.8 -0.8 0.9 0.362
H -2.12589 -1.79701 -0.99374 0.1 0.0 0.7 0.294
H -0.60805 -2.20054 -0.22922 1.2 -0.7 -0.1 0.340
H -3.43393 1.63765 -0.34207 1.8 -0.7 1.3 0.299
H -3.38964 0.43595 0.91176 0.2 0.3 0.7 0.248
H -2.56648 2.03736 1.15259 0.2 1.7 1.9 0.353
H 0.04726 1.40646 -1.51008 0.3 -2.3 1.4 0.307


20
Properties=species:S:1:pos:R:3:forces:R:3:mulliken_charge:R:1 method="wB97M-V/def2-TZVPD" gap_ha="0.228 / 0.334"
C 3.11926 -0.68931 0.08418 1.6 -2.0 2.0 -0.286
C 3.00838 0.73819 -0.29371 -0.2 0.1 2.6 -0.273
C -1.22554 -0.58715 1.70898 2.6 -1.5 -1.2 -0.997
C -1.84131 -1.05644 -1.62524 2.5 -2.3 3.7 -1.061
C -1.18176 1.75687 -0.39760 -1.9 -1.6 0.6 -0.837
N 2.15912 -0.27637 -0.82716 -1.7 -0.3 -2.5 -0.346
Si -0.94423 -0.13607 -0.14744 0.7 0.3 -0.4 0.239
H 4.00442 -1.37083 -0.16241 -1.3 1.1 -0.4 0.192
H 2.72127 -1.03735 1.04940 0.2 0.4 -0.1 0.139
H 2.51251 1.29643 0.54064 0.8 0.3 -1.1 0.166
H 3.84182 1.13551 -0.85159 -0.3 0.5 -0.4 0.266
H -2.18427 -0.25546 1.96764 -1.4 0.1 0.9 0.372
H -0.97320 -1.66727 1.89666 -1.1 0.7 -0.3 0.301
H -0.43037 -0.15331 2.33325 -0.4 0.6 -0.3 0.307
H -1.49322 -2.15474 -1.59060 -1.2 1.5 -0.1 0.241
H -2.85350 -0.84569 -1.64208 -2.3 -0.2 0.3 0.419
H -1.46794 -0.66835 -2.48431 1.5 1.3 -2.6 0.355
H -0.79364 2.22499 0.52044 0.1 0.3 -0.7 0.255
H -0.68550 1.98644 -1.36405 -0.6 0.5 0.8 0.254
H -2.36761 1.84547 -0.36451 2.4 0.3 -0.5 0.293


20
Properties=species:S:1:pos:R:3:forces:R:3:mulliken_charge:R:1 method="wB97M-V/def2-TZVPD" gap_ha="0.305 / 0.242"
C 2.16397 -0.18877 0.27292 0.8 -2.4 1.6 -0.004
C 1.74556 0.57053 -0.66523 -0.3 0.1 0.2 0.064
C 1.32056 -1.16465 1.06203 -1.8 3.2 0.7 -0.901
C 2.10590 1.77187 -1.35197 -0.5 0.8 -0.8 -1.063
C -1.96433 -1.22600 -0.95789 2.1 1.1 -1.4 -1.044
N -2.69282 0.20456 1.48466 -1.3 2.4 0.4 -0.357
Si -1.87069 0.40485 0.04961 1.7 0.2 -1.9 0.256
H 3.18330 -0.27984 0.75087 -0.4 0.8 -1.1 0.246
H 0.21617 -0.96682 0.92861 1.2 -0.5 -0.2 -0.057
H 1.56521 -2.16428 0.98520 0.6 -2.1 -0.3 0.333
H 1.52787 -0.80025 2.06971 -0.2 -0.6 0.5 0.352
H 1.66725 2.56654 -0.73642 0.3 0.3 -0.5 0.230
H 3.17736 1.94487 -1.51350 0.0 -0.1 0.2 0.352
H 1.61006 1.75346 -2.32757 0.2 0.4 0.0 0.286
H -2.37211 -2.02288 -0.41728 -1.3 -1.0 0.9 0.363
H -2.49646 -0.99278 -1.88557 -0.3 -0.4 0.1 0.332
H -0.96974 -1.68637 -1.28783 -1.0 1.2 0.5 0.304
H -2.94971 1.06183 1.97867 0.1 -0.6 -0.2 0.205
H -2.62444 -0.54320 2.09002 0.2 -1.8 1.3 0.234
H -2.34289 1.75735 -0.52904 0.0 -1.0 0.1 -0.129


Energy above the lowest of the compared OMol25 structures with the same formula, charge and spin (computed, kJ/mol): 265.64, 351.48, 183.68, 534.56, 101.37, 434.25, 592.28, 21.32, 94.57, 388.89, 526.12, 463.86